(1)
Entry from OMol25: the molecule C5H13NS in a non-equilibrium geometry (ωB97M-V/def2-TZVPD).

Structure (XYZ):
```
20
Properties=species:S:1:pos:R:3:nbo_charge:R:1
C 0.226 -1.236 -1.545 -0.43
C 0.945 -2.213 -0.673 -0.47
S 2.654 -1.590 -0.313 -0.08
C 0.219 0.234 -0.833 -0.21
N -0.803 0.441 0.067 -0.64
C -0.544 1.684 0.905 -0.23
C -1.703 1.669 1.965 -0.65
H -0.712 -1.632 -1.881 0.22
H 0.728 -1.262 -2.568 0.20
H 0.331 -2.289 0.283 0.21
H 1.136 -3.138 -0.904 0.21
H 3.052 -1.399 -1.572 0.12
H 1.266 0.470 -0.341 0.19
H 0.232 1.025 -1.722 0.19
H -0.929 -0.236 0.761 0.35
H 0.439 1.822 1.503 0.17
H -0.461 2.615 0.216 0.20
H -1.690 1.071 2.958 0.21
H -1.844 2.693 2.330 0.22
H -2.542 1.271 1.363 0.22
```

Computed properties:
HOMO, eV: -8.42
SMILES: CCNCCCS
Kohn-Sham gap, eV: 9.379
ΔE to the lowest compared entry with this formula, charge and spin, eV: 2.442

=====

(2)
Entry from OMol25: the molecule C19H19N5 in a non-equilibrium geometry (ωB97M-V/def2-TZVPD).

Structure (XYZ):
```
43
Properties=species:S:1:pos:R:3:nbo_charge:R:1
N -1.704 0.096 -2.788 -0.51
N 1.103 1.268 5.931 -0.21
N 0.506 1.746 4.845 -0.20
C -0.541 0.606 -3.090 0.44
C 0.899 0.011 6.316 0.00
C -0.278 0.968 4.104 -0.01
C 0.210 -0.877 5.496 -0.22
C -2.443 -1.107 -0.707 -0.19
C 1.701 0.946 -1.671 -0.13
C -1.988 -1.566 0.548 -0.24
C 2.287 0.578 -0.442 -0.24
C -0.434 -0.399 4.350 -0.02
C -1.535 -0.407 -1.493 0.14
C 0.423 0.520 -1.995 -0.16
C -0.687 -1.307 1.042 0.15
C 1.571 -0.164 0.494 0.08
C -0.268 -0.166 -1.020 -0.02
C 0.220 -0.567 0.241 -0.10
N -0.304 1.161 -4.333 -0.59
N -0.427 -1.706 2.338 -0.48
C 2.334 -0.558 1.797 -0.63
C 1.032 1.568 -4.853 -0.41
C 0.095 -3.099 2.445 -0.40
C -1.287 -1.253 3.470 -0.23
H 1.356 -0.341 7.232 0.20
H -0.801 1.412 3.267 0.20
H 0.094 -1.918 5.758 0.21
H -3.440 -1.305 -1.110 0.22
H 2.289 1.548 -2.394 0.21
H -2.704 -2.212 1.047 0.21
H 3.302 0.887 -0.226 0.22
H -1.034 0.903 -5.017 0.41
H 2.453 -1.635 1.900 0.22
H 1.735 -0.219 2.657 0.23
H 3.333 -0.118 1.855 0.21
H 1.755 0.755 -4.741 0.20
H 0.981 1.820 -5.926 0.22
H 1.323 2.471 -4.309 0.20
H -0.743 -3.811 2.405 0.18
H 0.632 -3.285 3.397 0.20
H 0.758 -3.332 1.629 0.21
H -2.135 -0.655 3.106 0.22
H -1.647 -2.159 4.044 0.20
```

Computed properties:
HOMO, eV: -7.51
SMILES: CNC1=Nc2ccc(N(C)Cc3ccnnc3)c3c(C)ccc1c23
Kohn-Sham gap, eV: 7.212
ΔE to the lowest compared entry with this formula, charge and spin, eV: 3.085

=====

(3)
Entry from OMol25: the molecule C20H29NO3 in a non-equilibrium geometry (ωB97M-V/def2-TZVPD).

Structure (XYZ):
```
53
Properties=species:S:1:pos:R:3:nbo_charge:R:1
C 5.723 2.075 0.890 -0.24
H 5.091 2.632 1.385 0.17
O 5.273 1.681 -0.424 -0.56
C 4.110 0.684 -0.238 0.45
C 4.325 -0.831 -0.240 -0.08
C 3.168 -1.595 0.131 -0.13
C 1.823 -1.163 0.267 -0.12
C 1.671 0.351 -0.165 -0.16
C 2.695 1.240 -0.287 -0.13
C 2.528 2.640 -0.339 -0.61
H 3.273 3.372 -0.795 0.24
H 1.485 2.958 -1.018 0.20
H 2.365 2.957 0.539 0.20
H 0.713 0.819 0.028 0.21
C 0.817 -2.047 0.159 0.47
O 0.971 -3.118 0.975 -0.61
C -0.518 -1.856 -0.182 -0.30
C -1.457 -1.295 1.056 -0.11
N -2.705 -0.913 0.608 -0.46
C -3.425 -2.169 0.213 -0.19
C -2.711 -2.696 -1.256 -0.36
C -1.314 -2.847 -0.693 -0.41
H -0.659 -3.111 -1.699 0.18
H -1.169 -3.712 0.040 0.24
H -2.750 -1.764 -2.191 0.19
H -3.047 -3.584 -1.544 0.19
H -4.436 -2.214 -0.128 0.21
H -3.307 -2.841 0.823 0.16
C -3.317 0.175 0.123 0.05
C -4.559 0.592 0.678 -0.44
H -5.329 -0.038 0.412 0.20
H -4.495 0.762 1.552 0.18
C -5.050 1.963 -0.026 0.00
O -4.177 2.845 0.082 -0.51
C -2.944 2.577 -0.455 -0.13
C -2.249 1.602 0.222 -0.44
H -1.304 1.219 -0.470 0.23
H -2.134 1.614 1.512 0.23
H -2.290 3.559 -0.286 0.17
H -3.139 2.605 -1.449 0.20
H -5.924 2.194 0.582 0.17
H -5.410 1.818 -0.879 0.13
H -3.467 0.004 -1.043 0.14
H -1.042 -0.491 1.461 0.19
H -1.486 -1.985 1.645 0.17
H -0.350 -0.962 -0.993 0.18
H 3.469 -2.679 0.234 0.23
C 5.830 -1.338 -0.093 -0.59
H 6.384 -0.398 -0.741 0.22
H 5.589 -2.078 -0.605 0.21
H 6.099 -1.307 0.831 0.21
H 6.515 2.776 0.466 0.19
H 6.248 1.321 1.326 0.18
```

Computed properties:
HOMO, eV: -7.61
SMILES: COc1c(C)cc(C(=O)[C@H]2CCCN(C3CCOCC3)C2)cc1C
Kohn-Sham gap, eV: 7.051
ΔE to the lowest compared entry with this formula, charge and spin, eV: 20.146